No. 1
C3H5NO2S | the ωB97M-V functional and the def2-TZVPD basis

Summary:
* E: -720.51737 Ha
* net charge: 0
* energy above the lowest of the compared OMol25 structures with the same formula, charge and spin: 143.8 kcal/mol
* LUMO: -1.5 eV
* strongest force on any atom: 0.0923 hartree/bohr

Atoms and positions in Å:
C 0.28504 1.52587 -0.26413
C 0.08374 0.08518 0.19458
C 0.53902 0.22490 -1.04350
N -1.97892 -1.54540 -0.06026
O -2.38324 0.94268 -0.79089
O -2.09860 0.33494 1.60846
S -2.05873 -0.08871 0.23864
H -0.74525 1.94056 -0.40267
H 1.06820 2.20626 0.02839
H 0.12112 -0.44511 1.09001
H 0.64569 -0.06818 -2.00818
H -2.72214 -1.69914 -0.67315

No. 2
C3H5NO2S2 | the ωB97M-V functional and the def2-TZVPD basis

Summary:
* E: -1118.83112 Ha
* net charge: 0
* energy above the lowest of the compared OMol25 structures with the same formula, charge and spin: 73.0 kcal/mol
* LUMO: -0.5 eV
* SMILES: CONC(=S)C(=O)S
* strongest force on any atom: 0.0451 hartree/bohr

Atoms and positions in Å:
C -1.45797 -0.66879 -1.25014
C 1.32551 -0.11967 0.39813
C 0.53641 0.63644 1.39176
H -1.75565 -0.86867 -0.20039
H -1.37428 -1.73206 -1.67139
H -2.21902 -0.08207 -1.73366
H 1.33304 -1.06069 -1.38124
H -0.29571 2.40805 2.19864
N 0.71766 -0.69276 -0.66558
O -0.22522 0.03319 -1.34374
O -0.42043 0.05716 1.87510
S 2.91025 -0.24286 0.67356
S 0.92541 2.33273 1.70894

No. 3
C3H5NO2Si | the ωB97M-V functional and the def2-TZVPD basis

Summary:
* E: -611.94014 Ha
* net charge: 0
* energy above the lowest of the compared OMol25 structures with the same formula, charge and spin: 102.5 kcal/mol
* LUMO: -0.3 eV
* strongest force on any atom: 0.0858 hartree/bohr

Atoms and positions in Å:
C 4.21692 0.07420 -0.15005
C 0.76871 0.89041 0.18614
C -1.58108 0.77364 -0.24420
N 5.08875 0.82607 -0.29512
O 0.86691 2.09245 0.32959
O -0.28688 0.12271 -0.12368
Si 2.56966 -0.83613 0.19312
H -2.21754 0.21219 0.28771
H -2.02236 0.84679 -1.20686
H -1.60664 1.71634 0.08035
H 2.33769 -0.95579 1.67114
H 1.98010 -1.77267 -0.73887

No. 4
C3H5NO3 | the ωB97M-V functional and the def2-TZVPD basis

Summary:
* E: -397.73727 Ha
* net charge: 0
* energy above the lowest of the compared OMol25 structures with the same formula, charge and spin: 62.4 kcal/mol
* LUMO: 0.4 eV
* strongest force on any atom: 0.0842 hartree/bohr

Atoms and positions in Å:
C 0.77258 -1.00195 0.37173
N -1.31450 0.65240 -0.66523
C 0.32727 0.61286 0.43745
C -1.49183 -0.55267 -0.87261
O 1.17630 1.31033 -0.38539
O -0.05266 1.05867 1.50065
O -1.78720 -1.52213 -1.43463
H 1.36705 2.16554 0.03748
H -1.91160 1.34123 -0.20160
H 1.84209 -0.86997 0.52810
H 0.35980 -1.57907 1.20846
H 0.71270 -1.61524 -0.52440

No. 5
C3H5NO3 | the ωB97M-V functional and the def2-TZVPD basis

Summary:
* E: -397.73886 Ha
* net charge: 0
* energy above the lowest of the compared OMol25 structures with the same formula, charge and spin: 61.4 kcal/mol
* LUMO: 0.5 eV
* SMILES: N[C@@]1(C(=O)O)CO1
* strongest force on any atom: 0.0631 hartree/bohr

Atoms and positions in Å:
C 1.36185 1.17460 0.90546
C -0.10304 -1.06116 1.13021
C 0.55691 -0.01955 0.33255
N 0.05075 0.49571 -0.93815
O 0.88015 2.31929 0.35745
O 2.21174 1.11404 1.74934
O 1.12624 -1.39009 0.49857
H -0.09842 -0.99321 2.25252
H -0.94205 -1.63669 0.62415
H 0.22934 2.10588 -0.45484
H -0.81303 -0.02499 -1.23440
H 0.71526 0.53220 -1.77033

No. 6
C3H5NO3 | the ωB97M-V functional and the def2-TZVPD basis

Summary:
* E: -397.81087 Ha
* net charge: 0
* energy above the lowest of the compared OMol25 structures with the same formula, charge and spin: 16.2 kcal/mol
* LUMO: 0.8 eV
* SMILES: NC(=O)COC=O
* strongest force on any atom: 0.0107 hartree/bohr

Atoms and positions in Å:
N 1.49302 0.64074 0.89161
C 0.64265 -0.42641 0.81959
O 0.28425 -1.08309 1.77556
C 0.23102 -0.81266 -0.60447
O -1.19129 -0.80462 -0.75461
C -1.74796 0.40630 -0.68777
O -1.14768 1.43671 -0.50670
H 1.37187 1.36670 0.20010
H 1.68507 0.96590 1.82946
H 0.68502 -0.16573 -1.35993
H 0.52826 -1.84748 -0.77574
H -2.83425 0.32362 -0.82709

No. 7
C3H5NO3 | the ωB97M-V functional and the def2-TZVPD basis

Summary:
* E: -397.78976 Ha
* net charge: 0
* energy above the lowest of the compared OMol25 structures with the same formula, charge and spin: 29.4 kcal/mol
* LUMO: 0.5 eV
* SMILES: O=CNCC(=O)O
* strongest force on any atom: 0.0102 hartree/bohr

Atoms and positions in Å:
C 1.51367 0.09589 0.63599
N 0.76276 0.75563 -0.27902
C -0.67902 0.67094 -0.47816
C -1.24366 -0.57485 0.20858
O -1.21286 -1.71769 -0.55710
O -1.72503 -0.53563 1.29292
O 2.67781 0.34480 0.85284
H 1.01826 -0.73803 1.16030
H 1.25676 1.55753 -0.65455
H -0.89010 0.64853 -1.54682
H -1.17490 1.53739 -0.05248
H -0.30372 -2.04449 -0.58250

No. 8
C3H5NO3 | the ωB97M-V functional and the def2-TZVPD basis

Summary:
* E: -397.56966 Ha
* net charge: 0
* energy above the lowest of the compared OMol25 structures with the same formula, charge and spin: 167.6 kcal/mol
* LUMO (alpha / beta): -0.4 / -1.2 eV
* strongest force on any atom: 0.0671 hartree/bohr

Atoms and positions in Å:
C -0.71719 0.44663 -0.68212
C -0.23122 0.37957 0.59037
C 0.71438 -0.49887 1.04922
N 2.78312 0.31086 -0.38084
O 3.57990 1.08918 0.00817
O 2.79714 -0.67070 -1.06068
O 0.92083 -1.67126 0.50903
H -1.59951 1.13149 -0.83388
H -0.81884 -0.30719 -1.49352
H -0.45133 1.30210 1.10593
H 1.04109 -0.35513 2.08740
H 0.33185 -1.61369 -0.34834